1.
C46H54F3HgN7S2Si | ωB97M-V with the def2-TZVPD basis set

Frontier orbital gap (spin up / spin down), eV: 2.86 / 4.40
Spin multiplicity: 2
Highest occupied orbital energy (spin up / spin down), eV: -2.0 / -3.6
Net charge: -1
⟨S²⟩: 0.768

```
114
Properties=species:S:1:pos:R:3:lowdin_spin:R:1
Hg 1.85693 -1.53517 0.24515 0.004
S -1.80976 -1.40139 -1.17162 0.000
C -2.89225 -1.96007 0.05970 0.000
N -4.07631 -2.66697 -0.38740 0.000
C -4.99719 -2.91598 0.68514 0.000
C -4.25644 -3.61419 1.80116 0.000
N -3.17008 -2.79363 2.26286 0.000
C -2.84969 -2.88311 3.66330 0.000
C -3.73474 -1.99369 4.49002 0.000
C -4.25096 -2.44145 5.68693 0.000
C -4.97478 -1.58127 6.48517 0.000
C -5.22919 -0.28941 6.11828 0.000
C -4.74258 0.18735 4.91074 0.000
C -4.01593 -0.67891 4.11504 0.000
C -2.46859 -2.04029 1.36649 0.000
S -1.04746 -1.19375 1.91417 0.000
C -4.65468 -2.37677 -1.67684 0.000
C -5.86894 -1.47201 -1.66857 0.000
C -7.11824 -1.85795 -2.14359 0.000
C -8.12977 -0.92406 -2.18893 0.000
C -7.91469 0.36562 -1.76131 0.000
C -6.67169 0.74736 -1.23948 0.000
C -5.67177 -0.20471 -1.14658 0.000
H -5.80992 -3.54081 0.25604 0.000
H -5.42646 -1.96814 1.09418 0.000
H -3.87810 -4.57665 1.45820 0.000
H -4.92375 -3.82891 2.68961 0.000
H -1.83098 -2.57287 3.74421 0.000
H -2.87752 -3.92975 4.01865 0.000
H -4.05630 -3.43438 6.04450 0.000
H -5.30477 -1.89891 7.47646 0.000
H -5.84265 0.36047 6.74641 0.000
H -4.93883 1.20516 4.53408 0.000
H -3.60405 -0.31086 3.17607 0.000
H -4.96835 -3.29383 -2.21665 0.000
H -3.92719 -1.94263 -2.34604 0.000
H -7.25009 -2.82644 -2.58564 0.000
H -9.05897 -1.13883 -2.65215 0.000
H -8.60806 1.16782 -1.92975 0.000
H -6.51505 1.77712 -0.99380 0.000
H -4.68812 0.11391 -0.79136 0.000
N 4.80182 1.64637 -5.55057 0.047
C 5.97134 2.23549 -6.06453 0.006
C 6.53605 2.24651 -7.33445 0.011
C 7.69999 2.99991 -7.52118 0.036
C 8.29598 3.68356 -6.45853 0.005
C 7.71161 3.65369 -5.17401 0.041
C 6.52419 2.92255 -4.96609 -0.003
N 5.74978 2.79026 -3.82762 0.114
C 4.74436 1.97194 -4.17905 0.091
C 3.70165 1.52791 -3.32688 0.188
C 3.74008 1.96692 -1.95701 0.080
C 2.90940 1.35192 -1.07911 0.051
N 1.96320 0.42577 -1.34126 0.172
C 1.85018 0.12996 -2.65999 0.054
C 2.64756 0.62450 -3.65247 0.069
H 4.31323 0.85153 -5.92952 0.002
H 6.10004 1.69602 -8.12923 0.000
H 8.15543 2.92002 -8.51351 0.002
H 9.23496 4.24204 -6.62098 -0.001
H 8.15651 4.22862 -4.33346 0.002
H 4.51419 2.68792 -1.64431 0.007
H 2.98036 1.58243 -0.04063 0.001
H 0.98988 -0.44365 -2.94295 0.003
H 2.51541 0.32832 -4.69743 0.005
C -0.12751 4.46824 1.11805 0.000
C 0.82367 3.58060 0.29490 0.003
N 1.38351 2.54685 1.13570 0.000
C 0.38640 1.74643 1.78894 0.000
C -0.53757 2.62351 2.64966 0.000
N -0.02026 4.05501 2.54551 0.000
C 1.35565 4.07046 3.04637 0.000
C 2.21003 3.12218 2.16607 0.000
H -1.16616 4.33733 0.84028 0.000
H 0.03862 5.52834 1.04906 0.000
H 1.60882 4.13680 -0.20199 0.002
H 0.29323 3.09550 -0.50200 0.000
H 0.94015 1.01442 2.40596 0.000
H -0.17919 1.16450 1.06854 0.000
H -0.53616 2.32041 3.70157 0.000
H -1.54218 2.62830 2.25458 0.000
H -0.62531 4.70296 3.09742 0.000
H 1.35877 3.79802 4.08640 0.000
H 1.77083 5.11234 2.90429 0.000
H 2.66661 2.29118 2.75147 0.000
H 3.00511 3.65527 1.68254 0.000
F 5.07189 1.20397 5.01707 0.000
C 4.37678 0.52625 4.01016 0.000
C 3.22204 -0.21368 4.27527 0.000
C 2.53768 -0.79238 3.22737 0.000
C 2.98645 -0.73235 1.89323 0.001
C 4.14056 -0.02134 1.67084 0.000
C 4.82697 0.64160 2.71508 0.000
H 2.82706 -0.31515 5.26496 0.000
H 1.58403 -1.25735 3.37814 0.000
H 4.51067 0.09987 0.64694 0.001
H 5.68955 1.24001 2.49691 0.000
C 3.34868 -4.01278 -1.91325 0.000
Si 1.71316 -3.55806 -1.18435 0.001
C 0.53508 -3.63572 -2.62454 0.000
C 1.29968 -5.03307 -0.09783 0.000
H 3.25949 -4.90423 -2.53905 0.000
H 4.09836 -4.24513 -1.15919 0.000
H 3.74305 -3.22788 -2.57872 0.000
H 0.80651 -4.41968 -3.33276 0.000
H 0.52354 -2.70619 -3.20448 0.000
H -0.48587 -3.77880 -2.25851 0.000
H 1.15452 -5.99268 -0.62589 0.000
H 0.41100 -4.78149 0.48208 0.000
H 2.08342 -5.16718 0.62817 0.000
F -2.47515 0.89645 -0.06609 0.000
C -1.73630 0.40913 -1.06361 0.000
F -2.10231 1.01977 -2.22469 0.001
H -0.66686 0.65191 -0.91469 0.000
```

---

2.
C9H17N3O4S | ωB97M-V with the def2-TZVPD basis set

Frontier orbital gap, eV: 9.24
SMILES string: CSCC[C@H](N)C(=O)N[C@@H](CC(N)=O)C(=O)O
Spin multiplicity: 1
Highest occupied orbital energy, eV: -8.9

```
34
Properties=species:S:1:pos:R:3:nbo_charge:R:1
C -2.47810 2.94211 4.29973 -0.753
S -3.41067 2.39225 2.85313 0.168
C -2.51383 3.12986 1.47676 -0.533
C -1.30331 2.31258 1.00860 -0.429
C -1.53514 0.94521 0.35442 -0.158
N -1.99712 -0.16989 1.13298 -0.845
C -0.35468 0.51973 -0.47707 0.697
O 0.17317 1.36750 -1.16862 -0.601
N 0.06603 -0.83006 -0.36072 -0.680
C 0.96770 -1.45852 -1.31114 -0.152
C 2.21685 -0.64665 -1.68205 -0.524
C 3.15134 -1.27927 -2.72259 0.686
N 2.64992 -2.23602 -3.56531 -0.832
O 4.28341 -0.84759 -2.81098 -0.605
C 1.46345 -2.81260 -0.67863 0.795
O 1.87662 -3.68484 -1.36186 -0.572
O 1.33622 -2.99454 0.67872 -0.679
H -3.17548 3.09444 5.18001 0.240
H -1.93060 3.86912 4.08750 0.221
H -1.72860 2.19891 4.53128 0.211
H -3.28698 3.15701 0.66101 0.228
H -2.20236 4.19684 1.74629 0.231
H -0.55624 2.26623 1.79999 0.204
H -0.86290 3.01117 0.25423 0.246
H -2.25796 1.10907 -0.42151 0.215
H -1.41577 -0.33612 1.93157 0.363
H -2.94559 0.08703 1.41060 0.387
H -0.78153 -1.31463 -0.08904 0.430
H 0.49966 -1.75406 -2.28380 0.217
H 2.85215 -0.43285 -0.81434 0.239
H 1.83881 0.31078 -2.14480 0.289
H 3.35762 -2.66714 -4.09365 0.392
H 1.95110 -2.90420 -3.28049 0.408
H 1.14255 -2.15475 1.12031 0.495
```

---

3.
C4H37O14 | ωB97M-V with the def2-TZVPD basis set

Frontier orbital gap, eV: 4.17
Spin multiplicity: 1
Highest occupied orbital energy, eV: -9.0
Net charge: +1

```
55
Properties=species:S:1:pos:R:3:nbo_charge:R:1
O 3.45093 1.84649 -1.97075 -0.741
H 4.15859 1.91845 -1.32606 0.549
H 3.49413 2.64930 -2.49538 0.547
H 2.59369 1.83748 -1.53872 0.568
O -0.79954 3.86535 -1.10218 -0.780
H -0.12347 3.22662 -0.86435 0.570
H -1.26653 3.51439 -1.86399 0.553
H -1.38545 4.01157 -0.35592 0.552
O 2.21894 2.42338 1.74596 -0.810
H 1.57591 2.22076 1.06255 0.558
H 2.07585 1.97073 2.58036 0.562
H 3.11316 2.48504 1.40217 0.519
C 0.46342 -0.37991 0.63473 -0.637
C 0.68773 0.39218 -0.63324 0.097
C -0.43668 0.13469 -1.62473 -0.644
O 1.05565 1.75509 -0.62197 -1.070
H -0.49948 0.00917 0.96567 0.188
H 1.21326 -0.20756 1.40682 0.234
H 0.32642 -1.45267 0.49868 0.239
H 1.60373 -0.07738 -0.99177 0.123
H -1.43231 0.37931 -1.25461 0.207
H -0.60458 -0.93234 -1.77091 0.250
H -0.22239 0.59265 -2.59035 0.169
C 0.29744 1.44256 4.53281 -0.226
O 1.54151 0.98161 4.11696 -0.986
H -0.23554 1.85823 3.67767 0.081
H -0.27056 0.55695 4.81771 0.122
H 0.37111 2.22985 5.28304 0.144
O -1.72866 -3.66514 -1.21008 -0.966
H -1.35456 -3.92690 -0.36879 0.491
H -2.17906 -2.84074 -1.02632 0.474
O -0.57606 -4.49089 1.35574 -0.956
H -0.34978 -3.87545 2.05307 0.481
H -1.15519 -5.12693 1.77561 0.487
O 0.57967 0.13299 -5.81833 -0.916
H -0.33896 0.20023 -5.55790 0.465
H 0.87509 1.04043 -5.89264 0.455
O -3.05537 0.16456 2.22483 -0.951
H -3.16107 0.67036 3.03057 0.472
H -2.14467 -0.12956 2.24385 0.479
O 1.21568 -3.58575 -1.75593 -0.966
H 0.35977 -3.69957 -1.34278 0.485
H 1.10117 -3.92650 -2.64307 0.473
O -0.95288 -1.62030 3.40422 -0.964
H -0.43580 -2.39523 3.62408 0.472
H -0.38670 -0.88213 3.62957 0.492
O -4.61847 -0.63849 -1.63520 -0.927
H -4.09855 -0.24347 -2.33513 0.457
H -4.82021 0.08875 -1.04643 0.472
O 2.55004 -2.92965 2.50302 -0.942
H 2.38981 -3.07255 1.57021 0.469
H 3.49117 -3.06851 2.60890 0.474
O -1.52391 2.80362 -3.34046 -0.947
H -0.82617 2.32108 -3.78378 0.499
H -1.82126 3.44374 -3.98704 0.502
```